Molecular formula: C4H11NO2S
Method: DFT, wB97M-V/def2-TZVPD

```
19
C4H11NO2S (wB97M-V/def2-TZVPD)
C -1.502 0.012 0.977
N -0.429 0.959 1.022
C 0.832 0.663 0.353
C 1.838 -0.067 1.285
S 2.242 1.020 2.811
C 0.550 -0.292 -0.878
O -0.122 0.488 -1.837
H -1.142 -1.038 0.877
H -2.100 0.147 0.036
H -2.264 0.100 1.773
H -0.253 1.451 1.885
H 1.281 1.596 -0.027
H 2.858 -0.270 0.726
H 1.584 -1.117 1.513
H 0.136 -1.303 -0.829
H 1.558 -0.415 -1.329
H -2.227 -0.336 -3.158
H -1.037 -0.456 -2.369
O -1.803 -1.141 -2.831
```

- ΔE to the lowest compared entry with this formula, charge and spin: 146.0 kJ/mol
- Charge: -2
- HOMO: 0.3 eV
- Total energy: -20744.012 eV
- E_LUMO: 0.2224 Ha
- HOMO-LUMO gap: 5.74 eV